--- A ---
The following is a DFT calculation (ωB97M-V/def2-TZVPD) of a structure of composition C23H30N2O3S.

```
! wB97M-V def2-TZVPD RIJCOSX def2/J DEFGRID3
* xyz 0 1
O 0.28 -0.69 -2.16
C 0.67 0.45 -1.95
N -0.07 1.35 -1.18
C 0.42 2.39 -0.54
C 0.80 1.96 0.74
C 0.51 2.73 2.11
C 1.13 1.95 3.24
C 1.74 1.02 2.33
O 1.45 1.06 1.04
H 2.37 0.12 2.81
H 1.20 2.51 4.13
H -0.08 3.83 2.08
H 1.26 2.55 -1.20
H -0.32 3.35 -0.49
C -1.55 0.78 -0.73
C -2.45 0.11 -1.60
H -1.83 -0.88 -2.10
C -3.79 -0.35 -1.15
C -4.43 1.01 -0.79
C -3.78 1.63 0.50
C -2.40 1.98 -0.16
H -1.97 2.51 0.95
H -2.45 2.85 -0.81
H -3.73 0.96 1.41
H -4.28 2.65 0.48
H -5.43 0.61 -0.37
H -4.69 1.42 -1.55
H -4.24 -0.63 -2.08
H -3.71 -1.05 -0.30
H -2.46 0.84 -2.45
C -1.25 -0.07 0.53
O -1.52 0.11 1.61
N -0.75 -1.33 0.23
H -0.49 -1.63 -0.77
C -0.46 -2.47 1.16
H -0.92 -1.97 2.12
C 1.13 -2.46 1.22
C 1.60 -3.71 0.94
H 1.78 -4.47 1.42
C 0.34 -4.02 -0.14
H 0.56 -3.64 -1.00
H 0.34 -5.13 -0.25
C -0.88 -3.81 0.60
H -0.98 -4.63 1.41
H -1.80 -3.66 -0.10
H 2.68 -3.61 0.11
H 1.64 -1.68 1.00
H 1.47 -2.63 2.49
C 1.83 1.12 -2.66
C 2.81 0.98 -1.54
C 3.76 1.94 -1.12
C 4.71 1.44 -0.20
C 4.78 0.12 -0.08
S 3.42 -0.72 -0.85
H 5.30 -0.64 0.77
H 5.44 2.12 0.57
H 3.63 2.87 -1.42
H 1.93 0.40 -3.37
H 1.72 2.15 -2.89
*
```

Summary:
**HOMO energy**: -0.27436 hartree

Computed Löwdin charges, given in elementary charges: number 1, O, carries 0.03; number 2, C, carries -0.42; number 3, N, carries 0.06; number 4, C, carries -0.19; number 5, C, carries -0.41; number 6, C, carries 0.00; number 7, C, carries 0.01; number 8, C, carries -0.15; number 9, O, carries 0.06; number 10, H, carries 0.16; number 11, H, carries 0.08; number 12, H, carries 0.14; number 13, H, carries 0.10; number 14, H, carries 0.19; number 15, C, carries -0.25; number 16, C, carries -0.22; number 17, H, carries 0.18; number 18, C, carries -0.15; number 19, C, carries -0.19; number 20, C, carries -0.13; number 21, C, carries -0.14; number 22, H, carries 0.17; number 23, H, carries 0.10; number 24, H, carries 0.13; number 25, H, carries 0.13; number 26, H, carries 0.13; number 27, H, carries 0.00; number 28, H, carries 0.11; number 29, H, carries 0.13; number 30, H, carries 0.15; number 31, C, carries -0.51; number 32, O, carries 0.14; number 33, N, carries 0.09; number 34, H, carries 0.13; number 35, C, carries -0.25; number 36, H, carries 0.17; number 37, C, carries -0.22; number 38, C, carries -0.16; number 39, H, carries -0.01; number 40, C, carries -0.19; number 41, H, carries 0.04; number 42, H, carries 0.12; number 43, C, carries -0.16; number 44, H, carries 0.15; number 45, H, carries 0.15; number 46, H, carries 0.18; number 47, H, carries -0.03; number 48, H, carries 0.19; number 49, C, carries -0.07; number 50, C, carries -0.37; number 51, C, carries -0.11; number 52, C, carries -0.25; number 53, C, carries -0.45; number 54, S, carries 0.97; number 55, H, carries 0.14; number 56, H, carries 0.17; number 57, H, carries 0.06; number 58, H, carries 0.10; number 59, H, carries 0.13



--- B ---
The following is a DFT calculation (ωB97M-V/def2-TZVPD) of an isolated molecule of C23H30N2O3S.

```
! wB97M-V def2-TZVPD RIJCOSX def2/J DEFGRID3
* xyz 0 1
O 1.47 1.19 1.00
C 1.23 0.22 0.30
C 2.20 -0.18 -0.81
C 2.97 -1.40 -0.44
C 3.46 -1.73 0.79
C 4.16 -2.96 0.79
C 4.19 -3.55 -0.44
S 3.36 -2.61 -1.62
N 0.11 -0.52 0.46
C -0.17 -1.71 -0.32
C -1.08 -1.41 -1.47
C -2.12 -2.11 -2.01
C -2.60 -1.32 -3.09
C -1.82 -0.21 -3.13
O -0.89 -0.26 -2.15
C -0.82 -0.10 1.54
C -0.96 1.45 1.48
O -1.00 2.16 2.45
N -1.22 1.89 0.23
C -1.25 3.30 -0.10
C -2.25 3.55 -1.24
C -1.42 3.92 -2.48
C 0.00 3.48 -2.14
C 0.10 3.77 -0.65
C -0.24 -0.57 2.88
C -1.16 -0.31 4.07
C -2.55 -0.88 3.82
C -3.13 -0.29 2.54
C -2.24 -0.66 1.35
H 1.67 -0.32 -1.75
H 2.88 0.67 -0.93
H 3.33 -1.12 1.66
H 4.62 -3.39 1.66
H 4.64 -4.47 -0.73
H 0.78 -2.12 -0.69
H -0.62 -2.48 0.31
H -2.50 -3.05 -1.69
H -3.42 -1.56 -3.75
H -1.82 0.65 -3.77
H -1.03 1.28 -0.55
H -1.52 3.82 0.83
H -2.84 2.65 -1.42
H -2.95 4.35 -0.98
H -1.44 5.00 -2.63
H -1.80 3.46 -3.39
H 0.13 2.41 -2.33
H 0.75 4.01 -2.73
H 0.22 4.84 -0.48
H 0.92 3.26 -0.15
H 0.71 -0.05 3.04
H -0.03 -1.64 2.79
H -0.72 -0.76 4.96
H -1.23 0.76 4.22
H -3.20 -0.65 4.66
H -2.50 -1.97 3.73
H -3.18 0.79 2.63
H -4.13 -0.67 2.36
H -2.67 -0.29 0.42
H -2.20 -1.75 1.30
*
```

Summary:
**SMILES**: O=C(Cc1cccs1)N(Cc1ccco1)C1(C(=O)NC2CCCC2)CCCCC1
**HOMO energy**: -0.32371 hartree

Computed Löwdin charges, given in elementary charges: number 1, O, carries 0.09; number 2, C, carries -0.44; number 3, C, carries -0.10; number 4, C, carries -0.55; number 5, C, carries -0.12; number 6, C, carries -0.18; number 7, C, carries -0.41; number 8, S, carries 1.03; number 9, N, carries 0.03; number 10, C, carries -0.06; number 11, C, carries -0.25; number 12, C, carries -0.02; number 13, C, carries -0.05; number 14, C, carries -0.11; number 15, O, carries 0.01; number 16, C, carries -0.30; number 17, C, carries -0.44; number 18, O, carries 0.09; number 19, N, carries 0.12; number 20, C, carries -0.28; number 21, C, carries -0.12; number 22, C, carries -0.19; number 23, C, carries -0.19; number 24, C, carries -0.13; number 25, C, carries -0.10; number 26, C, carries -0.19; number 27, C, carries -0.20; number 28, C, carries -0.17; number 29, C, carries -0.11; number 30, H, carries 0.11; number 31, H, carries 0.14; number 32, H, carries 0.12; number 33, H, carries 0.10; number 34, H, carries 0.06; number 35, H, carries 0.10; number 36, H, carries 0.14; number 37, H, carries 0.11; number 38, H, carries 0.10; number 39, H, carries 0.12; number 40, H, carries 0.11; number 41, H, carries 0.14; number 42, H, carries 0.10; number 43, H, carries 0.11; number 44, H, carries 0.11; number 45, H, carries 0.10; number 46, H, carries 0.09; number 47, H, carries 0.11; number 48, H, carries 0.12; number 49, H, carries 0.10; number 50, H, carries 0.12; number 51, H, carries 0.13; number 52, H, carries 0.11; number 53, H, carries 0.10; number 54, H, carries 0.11; number 55, H, carries 0.11; number 56, H, carries 0.12; number 57, H, carries 0.11; number 58, H, carries 0.12; number 59, H, carries 0.12



We find B to be the most stable, with the next structure 1840.4 kJ/mol higher.



--- A ---
The following is a DFT calculation (ωB97M-V/def2-TZVPD) of a cluster of 2 separate species, C3H2F2O in total.

```
! wB97M-V def2-TZVPD RIJCOSX def2/J DEFGRID3
* xyz 0 1
C -1.56 -1.10 -0.31
C -0.43 -0.86 -0.03
C 0.83 -0.33 0.09
O -0.12 1.82 0.04
F 1.49 -0.39 1.20
F 1.69 -0.27 -0.92
H -2.62 -1.29 -0.28
H 0.72 2.42 0.22
*
```

Summary:
**HOMO energy (alpha / beta)**: -0.38496 / -0.33297 hartree

Computed Löwdin charges, given in elementary charges: number 1, C, carries 0.20; number 2, C, carries -0.05; number 3, C, carries -0.38; number 4, O, carries -0.22; number 5, F, carries 0.19; number 6, F, carries 0.16; number 7, H, carries 0.07; number 8, H, carries 0.04



--- B ---
The following is a DFT calculation (ωB97M-V/def2-TZVPD) of an isolated molecule of C3H2F2O.

```
! wB97M-V def2-TZVPD RIJCOSX def2/J DEFGRID3
* xyz 0 1
C -1.49 1.04 0.23
C -0.43 0.55 -0.11
C 0.83 -0.08 -0.13
O 0.74 -1.62 -0.11
F 1.45 0.24 -1.32
F 1.54 0.25 0.89
H -2.53 1.39 0.19
H -0.12 -1.77 0.36
*
```

Summary:
**SMILES**: C#CC(O)(F)F
**HOMO energy**: -0.41930 hartree

Computed Löwdin charges, given in elementary charges: number 1, C, carries 0.18; number 2, C, carries -0.01; number 3, C, carries -0.62; number 4, O, carries 0.02; number 5, F, carries 0.09; number 6, F, carries 0.18; number 7, H, carries 0.06; number 8, H, carries 0.10



--- C ---
The following is a DFT calculation (ωB97M-V/def2-TZVPD) of a cluster of 2 separate species, C3H2F2O in total.

```
! wB97M-V def2-TZVPD RIJCOSX def2/J DEFGRID3
* xyz 0 1
C 0.55 0.12 0.66
C 1.31 0.02 -0.38
C -1.63 0.09 0.03
O -2.39 0.69 0.65
F 2.61 -0.36 -0.29
F -1.86 -0.65 -0.99
H 0.40 0.05 1.73
H 1.01 0.05 -1.42
*
```

Summary:
**HOMO energy**: -0.36914 hartree

Computed Löwdin charges, given in elementary charges: number 1, C, carries 0.13; number 2, C, carries -0.24; number 3, C, carries -0.37; number 4, O, carries 0.16; number 5, F, carries 0.00; number 6, F, carries 0.14; number 7, H, carries 0.07; number 8, H, carries 0.11



We find B to be the most stable, with the next structure 122.6 kJ/mol higher.



--- A ---
The following is a DFT calculation (ωB97M-V/def2-TZVPD) of an isolated molecule of C3H2N2O3.

```
! wB97M-V def2-TZVPD RIJCOSX def2/J DEFGRID3
* xyz 0 1
O 1.54 1.19 -1.78
N 1.05 1.67 -0.63
O 1.27 2.69 -0.09
C 0.02 0.63 -0.03
N -0.04 0.22 1.30
C -0.58 -1.05 1.18
C -0.90 -1.32 -0.23
O -0.25 -0.28 -0.88
H -0.87 -1.66 2.21
H -1.24 -2.09 -1.05
*
```

Summary:
**SMILES**: O=[N+]([O-])c1ncco1
**HOMO energy**: -0.37157 hartree

Computed Löwdin charges, given in elementary charges: number 1, O, carries 0.01; number 2, N, carries -0.24; number 3, O, carries 0.14; number 4, C, carries -0.27; number 5, N, carries 0.12; number 6, C, carries -0.11; number 7, C, carries -0.01; number 8, O, carries 0.03; number 9, H, carries 0.17; number 10, H, carries 0.16



--- B ---
The following is a DFT calculation (ωB97M-V/def2-TZVPD) of an isolated molecule of C3H2N2O3.

```
! wB97M-V def2-TZVPD RIJCOSX def2/J DEFGRID3
* xyz 0 1
O 2.58 -0.05 -0.29
C 1.43 -0.17 -0.03
N 0.46 -1.02 0.14
C -0.96 -0.65 0.06
O -1.87 -1.54 -0.05
C -0.78 0.76 -0.01
O -1.62 1.67 -0.24
N 0.59 1.00 0.41
H 0.84 -2.06 0.11
H 0.97 1.94 0.53
*
```

Summary:
**SMILES**: O=C1NC(=O)C(=O)N1
**HOMO energy**: -0.40330 hartree

Computed Löwdin charges, given in elementary charges: number 1, O, carries 0.16; number 2, C, carries -0.52; number 3, N, carries 0.14; number 4, C, carries -0.22; number 5, O, carries 0.11; number 6, C, carries -0.32; number 7, O, carries 0.10; number 8, N, carries 0.16; number 9, H, carries 0.23; number 10, H, carries 0.16



We find B to be the most stable, with the next structure 478.1 kJ/mol higher.